Computed, not measured: a molecular structure, C16H19CdFN2O3S, with ωB97M-V with the def2-TZVPD basis set.

Geometry (Å):
C  4.630  -0.822  3.348
C  3.524  -0.435  3.051
C  2.039  -0.114  2.734
C  1.864  0.747  1.426
C  2.059  0.110  0.059
C  1.840  0.962  -1.156
C  2.011  0.205  -2.566
O  1.590  -1.149  -2.356
C  0.170  -1.259  -2.251
C  -0.338  -2.780  -2.114
O  -1.739  -2.701  -1.780
C  -1.970  -2.834  -0.366
C  -2.330  -1.454  0.367
O  -3.469  -0.790  -0.208
C  -3.442  0.601  -0.018
C  -3.465  1.087  1.491
C  1.438  2.464  -1.079
N  1.215  3.313  -2.186
S  0.800  4.745  -1.385
N  0.874  4.386  0.248
C  1.270  3.023  0.332
C  1.469  2.189  1.592
F  1.264  2.746  2.823
H  5.585  -1.384  3.517
H  1.504  -1.103  2.557
H  1.496  0.417  3.563
H  2.361  -0.977  -0.022
H  1.252  0.691  -3.262
H  3.053  0.313  -2.976
H  -0.352  -0.773  -3.138
H  -0.265  -0.730  -1.320
H  -0.197  -3.234  -3.140
H  0.274  -3.372  -1.377
H  -1.162  -3.383  0.195
H  -2.913  -3.464  -0.258
H  -2.640  -1.764  1.421
H  -1.422  -0.774  0.508
H  -4.388  1.011  -0.501
H  -2.567  1.128  -0.596
H  -4.507  1.272  1.878
H  -2.903  2.079  1.530
H  -2.948  0.403  2.219
Cd  -0.564  1.403  -0.807

- E_HOMO: -0.56800 Eh
- Largest force on an atom: 4.5 eV/Å
- Total charge: +2

For reference, the Löwdin charges in units of e are: 0.12, -0.11, -0.14, -0.10, 0.07, -0.18, -0.13, -0.14, -0.19, -0.12, -0.14, -0.14, -0.18, -0.10, -0.27, -0.06, -0.45, -0.21, 1.11, -0.19, -0.27, -0.11, 0.10, 0.08, 0.13, 0.12, 0.16, 0.13, 0.16, 0.15, 0.03, 0.16, 0.14, 0.14, 0.16, 0.15, 0.08, 0.17, 0.03, 0.11, 0.09, 0.08, 1.54

***

Computed, not measured: 2 unconnected molecules or ions with the total composition C16H19ClFN4, with ωB97M-V with the def2-TZVPD basis set.

Geometry (Å):
Cl  2.321  2.577  5.432
C  3.040  2.558  3.790
N  2.076  2.128  2.745
C  1.531  0.668  2.848
C  0.667  0.352  1.661
N  0.627  1.593  0.740
F  -2.119  -1.571  -1.598
C  2.000  1.838  0.250
C  2.869  2.175  1.415
C  -0.035  2.660  1.490
C  0.874  3.078  2.615
H  3.362  3.578  3.547
H  3.887  1.865  3.806
H  2.396  0.026  2.886
H  1.000  0.608  3.782
H  1.061  -0.501  1.067
H  -0.377  0.144  1.966
H  2.359  0.903  -0.215
H  2.007  2.656  -0.483
H  3.265  3.188  1.360
H  3.671  1.461  1.561
H  -0.290  3.499  0.819
H  -0.969  2.242  1.926
H  0.361  3.041  3.569
H  1.279  4.071  2.427
C  -2.792  -1.174  -2.745
C  -4.182  -0.725  -2.469
N  -5.326  -0.536  -2.605
C  -2.770  -2.602  -3.465
C  -1.577  -2.833  -4.168
C  -0.815  -3.970  -3.832
C  -1.197  -4.955  -2.902
C  -2.498  -4.773  -2.376
C  -3.319  -3.658  -2.681
C  -2.117  0.078  -3.258
N  -1.661  1.105  -3.611
H  -1.159  -1.913  -4.591
H  0.209  -4.074  -4.222
H  -0.648  -5.897  -2.786
H  -2.781  -5.535  -1.614
H  -4.231  -3.375  -2.079

- E_HOMO: -0.42483 Eh
- Largest force on an atom: 3.7 eV/Å
- Total charge: +1

For reference, the Löwdin charges in units of e are: 0.67, -0.49, -0.25, -0.07, -0.10, -0.13, 0.04, -0.13, -0.08, -0.14, -0.09, 0.11, 0.11, 0.13, 0.12, 0.14, 0.13, 0.14, 0.14, 0.14, 0.13, 0.14, 0.14, 0.11, 0.14, -0.38, -0.13, 0.21, -0.13, -0.04, -0.07, -0.06, -0.07, -0.03, -0.11, 0.19, 0.11, 0.11, 0.11, 0.12, 0.13

***

Computed, not measured: a molecular structure, C16H19CuN2OS4, with ωB97M-V with the def2-TZVPD basis set.

Geometry (Å):
Cu  0.230  2.169  0.688
C  0.560  -0.190  -2.733
C  0.401  -1.507  -1.977
S  0.337  -1.345  -0.173
C  1.891  -2.146  0.333
C  2.768  -1.331  1.279
S  3.250  0.336  0.783
C  4.138  0.118  -0.776
C  3.325  -0.118  -2.057
S  1.863  0.948  -2.200
H  -0.346  0.409  -2.612
H  0.662  -0.409  -3.798
H  1.180  -2.220  -2.247
H  -0.540  -1.956  -2.303
H  2.449  -2.415  -0.563
H  1.644  -3.081  0.839
H  3.662  -1.919  1.506
H  2.243  -1.163  2.220
H  4.877  -0.680  -0.676
H  4.705  1.046  -0.878
H  2.999  -1.153  -2.119
H  3.985  0.055  -2.909
O  -0.288  0.902  2.089
C  -1.427  0.318  2.236
C  -1.605  -0.505  3.384
C  -2.770  -1.175  3.641
C  -3.854  -1.073  2.761
C  -3.716  -0.296  1.638
C  -2.532  0.399  1.334
C  -2.469  1.170  0.106
N  -1.496  1.970  -0.320
C  -1.874  2.483  -1.535
C  -3.092  1.992  -1.872
N  -3.457  1.170  -0.831
H  -0.761  -0.569  4.059
H  -2.853  -1.784  4.533
H  -4.784  -1.588  2.961
H  -4.575  -0.222  0.979
H  -1.243  3.165  -2.078
H  -3.721  2.150  -2.728
H  -4.305  0.638  -0.777
S  2.876  4.163  0.308
C  1.666  3.247  0.483

- E_HOMO: -0.25700 Eh
- Largest force on an atom: 0.4 eV/Å

For reference, the Löwdin charges in units of e are: 0.30, -0.54, -0.53, 0.91, -0.51, -0.53, 0.83, -0.53, -0.52, 0.83, 0.04, 0.07, 0.06, 0.07, 0.06, 0.07, 0.08, 0.07, 0.08, 0.06, 0.05, 0.07, -0.18, -0.40, -0.02, -0.10, -0.12, -0.06, -0.10, -0.25, 0.03, -0.14, -0.09, 0.11, 0.11, 0.10, 0.09, 0.09, 0.11, 0.11, 0.14, 0.76, -0.70

***

Computed, not measured: 3 unconnected molecules or ions with the total composition C16H19F2N2O2, with ωB97M-V with the def2-TZVPD basis set.

Geometry (Å):
N  -3.599  0.236  1.844
C  -3.400  -0.670  0.774
O  -4.401  -1.632  0.642
C  -2.107  -1.468  0.909
N  -1.515  -1.566  -0.212
C  -2.345  -1.031  -1.324
C  -3.107  0.053  -0.587
O  -2.227  1.135  -0.411
H  -3.366  -0.152  2.751
H  -3.016  1.057  1.743
H  -5.239  -1.194  0.433
H  -1.663  -1.807  1.837
H  -0.582  -1.947  -0.331
H  -3.026  -1.833  -1.607
H  -1.776  -0.719  -2.192
H  -4.005  0.353  -1.129
H  -2.707  1.941  -0.187
F  -1.082  0.305  3.152
C  0.188  0.765  2.918
C  1.036  0.971  3.980
C  2.329  1.391  3.693
C  2.735  1.591  2.379
C  1.841  1.385  1.338
C  0.546  0.967  1.605
H  0.700  0.800  4.993
H  3.024  1.556  4.505
H  3.745  1.912  2.168
H  2.143  1.545  0.313
H  -0.169  0.798  0.809
F  3.443  1.862  -1.723
C  3.017  0.727  -2.314
C  1.658  0.532  -2.461
C  1.222  -0.637  -3.071
C  2.134  -1.585  -3.513
C  3.494  -1.360  -3.344
C  3.948  -0.196  -2.743
H  0.963  1.287  -2.115
H  0.161  -0.794  -3.222
H  1.791  -2.489  -3.997
H  4.210  -2.093  -3.690
H  5.003  0.004  -2.611

- E_HOMO: -0.43796 Eh
- Largest force on an atom: 0.4 eV/Å
- Total charge: +1

For reference, the Löwdin charges in units of e are: 0.16, -0.54, 0.07, 0.11, 0.17, -0.02, -0.26, 0.00, 0.10, 0.09, 0.13, 0.17, 0.19, 0.15, 0.12, 0.17, 0.12, 0.01, -0.27, -0.01, -0.06, -0.07, -0.06, -0.03, 0.12, 0.11, 0.11, 0.09, 0.08, 0.06, -0.29, -0.03, -0.10, -0.09, -0.07, 0.00, 0.12, 0.08, 0.10, 0.11, 0.13

***

Computed, not measured: C16H19F3N2O5 in the gas phase, with ωB97M-V with the def2-TZVPD basis set.

Geometry (Å):
C  1.185  4.965  2.165
C  1.778  3.570  2.181
O  1.345  2.889  0.994
C  1.912  1.733  0.750
O  2.788  1.220  1.388
C  1.349  1.072  -0.550
N  0.128  1.717  -0.920
C  -0.631  1.193  -2.050
C  -1.153  -0.211  -1.854
C  -0.669  -1.261  -2.618
C  -1.103  -2.573  -2.429
C  -2.034  -2.786  -1.444
C  -2.529  -1.733  -0.671
C  -2.108  -0.441  -0.857
O  -3.437  -2.221  0.230
C  -3.507  -3.611  -0.003
O  -2.617  -3.959  -1.042
N  1.253  -0.358  -0.265
C  0.598  -0.730  0.871
O  0.071  0.103  1.576
C  0.596  -2.217  1.131
C  -0.362  -2.582  2.258
C  2.414  1.260  -1.643
F  2.456  2.514  -2.090
F  3.644  0.950  -1.221
F  2.202  0.473  -2.715
H  1.500  5.505  3.054
H  0.101  4.910  2.146
H  1.522  5.503  1.283
H  2.872  3.593  2.194
H  1.434  2.995  3.048
H  -0.460  1.781  -0.096
H  -0.010  1.244  -2.945
H  -1.468  1.883  -2.183
H  0.066  -1.062  -3.382
H  -0.726  -3.385  -3.028
H  -2.497  0.360  -0.251
H  -3.231  -4.154  0.915
H  -4.535  -3.885  -0.291
H  1.713  -1.032  -0.855
H  1.617  -2.504  1.397
H  0.328  -2.736  0.208
H  -1.375  -2.284  2.003
H  -0.340  -3.653  2.444
H  -0.079  -2.058  3.168

- E_HOMO: -0.30246 Eh
- Largest force on an atom: 1.3 eV/Å
- SMILES: CCOC(=O)[C@](NCc1ccc2c(c1)OCO2)(NC(=O)CC)C(F)(F)F

For reference, the Löwdin charges in units of e are: -0.06, -0.19, 0.02, -0.46, 0.15, -0.28, 0.05, -0.13, -0.22, -0.05, 0.01, -0.22, -0.20, 0.05, 0.03, -0.16, 0.04, 0.17, -0.47, 0.09, -0.14, -0.08, -0.56, 0.18, 0.17, 0.14, 0.08, 0.08, 0.08, 0.13, 0.13, 0.12, 0.11, 0.13, 0.11, 0.12, 0.13, 0.14, 0.14, 0.15, 0.13, 0.11, 0.07, 0.08, 0.08